Computed, not measured: the ion C5H10N3O2 with charge -1, with the ωB97M-V functional and the def2-TZVPD basis.

ORCA input file:
```
! wB97M-V def2-TZVPD RIJCOSX def2/J DEFGRID3
* xyz -1 1
C 4.62 0.32 0.26
C 3.32 0.27 0.04
O 2.79 -0.72 -0.60
N 1.35 -0.45 -1.18
N 0.42 -0.31 -0.27
O 0.69 -0.35 0.95
N -0.69 -0.03 -0.81
C -1.81 0.15 0.08
C -2.90 0.88 -0.75
C -2.41 -1.07 0.68
H 5.20 1.13 0.75
H 5.31 -0.45 -0.01
H 2.68 1.03 0.41
H -1.59 0.67 0.97
H -2.53 1.92 -0.96
H -3.00 0.46 -1.78
H -3.87 0.73 -0.27
H -3.45 -0.93 0.89
H -1.95 -1.41 1.60
H -2.20 -1.84 0.01
*
```

Computed properties:
Structure (SMILES): C=CO[N-][N+](=O)[N-]C(C)C
E: -511.08635 a.u.
ΔE to the lowest compared entry with this formula, charge and spin: 380.6 kJ/mol
HOMO level: -3.8 eV

Mulliken atomic charge list, values in e, 2 entries:
1 C -0.7919
2 C 0.1100

***

Computed, not measured: a structure of composition C13H23F5MnNOPTe, with the ωB97M-V functional and the def2-TZVPD basis.

ORCA input file:
```
! wB97M-V def2-TZVPD RIJCOSX def2/J DEFGRID3
* xyz 2 4
C 4.48 -1.84 -1.52
C 4.52 -0.78 -0.62
C 3.35 -0.04 -0.33
C 2.13 -0.39 -0.91
C 2.11 -1.46 -1.82
C 3.27 -2.18 -2.12
C 3.50 1.13 0.59
C 2.33 2.13 0.67
N 1.39 2.10 -0.50
Mn 0.43 0.64 -0.39
C 0.82 -1.87 -2.47
P -0.42 -0.49 -2.35
H 5.46 -0.48 -0.14
H 3.20 -3.01 -2.82
H 5.39 -2.40 -1.76
H 0.35 -2.72 -1.94
H 0.95 -2.12 -3.54
H 3.66 0.76 1.62
H 4.41 1.69 0.34
H 1.74 1.95 1.57
C -2.01 -1.35 -2.22
C -0.33 0.27 -4.00
H 2.72 3.16 0.70
C 2.11 2.37 -1.81
C 0.33 3.16 -0.28
H -1.56 1.33 -0.50
H 2.18 3.46 -1.94
H 3.13 1.96 -1.76
H 1.58 1.91 -2.66
H 0.77 4.12 -0.58
H -0.54 2.99 -0.94
H 0.04 3.19 0.77
H -0.77 -0.42 -4.73
H -0.91 1.20 -3.98
H 0.71 0.49 -4.26
H -2.05 -2.17 -2.95
H -2.12 -1.75 -1.20
H -2.81 -0.63 -2.41
H -2.46 2.06 -0.67
F 1.03 -1.41 2.56
Te -0.81 -1.12 2.04
F -1.12 -2.99 1.82
F -0.36 0.83 2.10
F -2.59 -0.66 1.48
F -1.43 -1.06 3.90
O -0.31 -1.04 0.24
*
```

Computed properties:
E: -2898.08552 a.u.
⟨S²⟩: 4.181
HOMO level (alpha / beta): -15.6 / -15.6 eV

Mulliken atomic charge list, values in e, 2 entries:
1 C -0.8112
2 C -1.0386

***

Computed, not measured: a cluster of 2 separate species, C2H7N in total, with the ωB97M-V functional and the def2-TZVPD basis.

ORCA input file:
```
! wB97M-V def2-TZVPD RIJCOSX def2/J DEFGRID3
* xyz 0 1
C 2.17 0.44 0.24
N 1.06 0.63 -0.33
H 2.66 -0.53 0.16
H 2.73 1.21 0.80
H 0.44 1.21 0.23
C -1.78 -0.63 -0.22
H -1.90 0.30 0.35
H -1.88 -0.48 -1.30
H -2.70 -1.11 0.11
H -0.79 -1.04 -0.04
*
```

Computed properties:
Structure (SMILES): C=N.C
E: -135.08507 a.u.
ΔE to the lowest compared entry with this formula, charge and spin: 157.3 kJ/mol
HOMO level: -9.6 eV

Mulliken atomic charge list, values in e, 2 entries:
1 C -0.2665
2 N -0.4391